(1)
25
Properties=species:S:1:pos:R:3 method="wB97M-V/def2-TZVPD" homo_ha=-0.5524 total_charge=+2 e_above_lowest_kcal_mol=0.0 e_tot_ev=-38939.4124 max_force_ha_per_bohr=0.1001 orbital_gap_ev=6.37
Mg 0.00780 0.02606 -1.95904
O 0.03169 2.87985 -3.75432
C 0.02365 1.97048 -3.05328
C 2.13866 -0.86574 -2.00296
O 3.09018 -1.48284 -1.80524
C -2.13724 -0.82707 -2.02024
O -3.10194 -1.42866 -1.82961
C 0.00757 -1.08170 -3.99487
O 0.00699 -1.71225 -4.95654
N -0.02641 -2.90357 -0.23112
C -0.01893 -1.78890 0.54176
N -0.00535 -0.54995 0.05576
C 0.00032 0.42843 1.06648
C 0.01470 1.82349 0.90518
C 0.01756 2.62302 2.05350
C 0.00658 2.05518 3.34088
C -0.00738 0.66020 3.48736
C -0.01037 -0.13741 2.35192
S -0.02676 -1.89648 2.26400
H -0.03597 -3.80246 0.23711
H -0.02047 -2.84249 -1.24702
H 0.02370 2.28383 -0.09401
H 0.02854 3.70510 1.96783
H 0.00903 2.69179 4.22264
H -0.01619 0.17210 4.45382



(2)
26
Properties=species:S:1:pos:R:3 method="wB97M-V/def2-TZVPD" homo_ha="-0.7515 / -0.7562" total_charge=+3 e_above_lowest_kcal_mol=22.1 e_tot_ev=-162824.9535 max_force_ha_per_bohr=0.0562 spin_multiplicity=4 orbital_gap_ev="5.24 / 6.65"
Re 0.25111 0.53125 0.12729
Br 0.52315 3.21735 1.92313
C -0.82924 2.07628 2.58874
C -1.61084 2.33728 3.69648
C -2.56467 1.39375 4.05694
C -2.71848 0.21389 3.30777
C -1.88281 0.07095 2.23030
N -0.96379 0.97006 1.87516
C -1.90083 -1.15847 1.28537
O -2.61719 -2.07322 1.39416
O -0.93048 -0.90067 0.36716
H -1.46710 3.25598 4.25213
H -3.19819 1.56165 4.92052
H -3.44846 -0.54549 3.55434
O 3.18385 -1.41634 -4.78981
C 2.46130 -1.16758 -3.75989
C 1.43972 -2.00212 -3.23556
C 0.74585 -1.61102 -2.12694
N 1.00741 -0.43197 -1.50284
C 1.98787 0.35540 -2.01673
Br 2.09036 1.93963 -0.89063
C 2.73311 0.07647 -3.09656
H 3.03514 -2.24711 -5.27066
H 1.20238 -2.94847 -3.70484
H -0.03853 -2.22506 -1.70336
H 3.50939 0.72759 -3.48166



(3)
38
Properties=species:S:1:pos:R:3 method="wB97M-V/def2-TZVPD" homo_ha="-0.6091 / -0.6100" total_charge=+2 e_tot_ev=-72452.7212 max_force_ha_per_bohr=0.0724 spin_multiplicity=2 orbital_gap_ev="5.99 / 6.44"
Re 0.06452 0.09008 0.26581
O -0.50518 1.50657 -1.08015
C -1.32375 1.48958 -2.00350
C -2.22833 0.39877 -2.27413
C -3.16002 0.47997 -3.32060
C -4.05197 -0.55394 -3.52294
C -4.07919 -1.68338 -2.70555
C -3.15444 -1.79522 -1.68438
C -2.20784 -0.78160 -1.45872
O -1.29661 -0.94710 -0.51175
N -5.01570 -0.46120 -4.66040
O -5.75559 -1.39092 -4.77437
O -4.92564 0.52976 -5.32173
H -1.38418 2.36214 -2.66769
H -3.19054 1.34297 -3.97414
H -4.81631 -2.45628 -2.89556
H -3.13401 -2.66540 -1.04406
C 1.61093 -3.12279 3.00416
C 1.05388 -2.16080 2.16135
N 0.58672 -1.38097 1.44616
H 2.36502 -3.69929 2.45654
H 0.84247 -3.80672 3.37590
H 2.10052 -2.63668 3.85407
F 4.81865 0.06042 -0.79023
C 4.70601 1.13671 -0.03897
F 5.66407 1.17292 0.85299
F 4.70678 2.21412 -0.77943
S 3.04596 0.98413 0.87122
O 2.05586 0.70109 -0.20688
O 3.06919 -0.07245 1.82410
N 2.72854 2.39368 1.49353
S 1.44546 2.41043 2.41672
O 0.48003 1.44043 1.81020
O 0.92931 3.67814 2.70960
C 1.91118 1.47871 4.02799
F 3.22332 1.40274 4.11330
F 1.41783 2.09128 5.07344
F 1.40305 0.25012 3.95811